The following is a DFT calculation (wB97M-V/def2-TZVPD) of a molecular structure, C72H180AsF6N9O9 in a non-equilibrium geometry.

F_max = 2.90 eV/Å
Energy = -6852.6056 Ha
Total charge = +8
Energy above the lowest of the compared OMol25 structures with the same formula, charge and spin = 0.444 eV
Multiplicity = 1

Last column: Löwdin charge in e.
Cartesian coordinates (Å):
1 C 25.74763 13.98716 22.88264  -0.033
2 C 24.14953 13.92374 23.06261  -0.114
3 N 23.39177 13.18166 21.93160  -0.210
4 C 23.98810 13.60350 20.54655  0.031
5 C 23.74335 11.60036 21.99743  -0.116
6 C 23.36196 10.87428 23.32387  -0.041
7 C 21.83895 13.25898 22.01542  -0.027
8 C 21.23588 14.59256 21.37086  -0.201
9 O 21.80355 15.69948 22.01829  -0.202
10 C 21.35175 16.91292 21.37576  -0.080
11 H 26.26369 13.03524 23.00771  0.091
12 H 26.21208 14.71516 23.54776  0.076
13 H 26.05665 14.45436 21.94759  0.054
14 H 23.77700 14.94670 23.00886  0.093
15 H 23.91872 13.40000 23.99025  0.112
16 H 24.93057 13.06092 20.47278  0.107
17 H 23.96978 14.69150 20.48298  0.088
18 H 23.32728 13.15030 19.80761  0.104
19 H 24.82345 11.46080 21.95250  0.118
20 H 23.36525 11.10580 21.10270  0.132
21 H 22.31949 10.97468 23.62598  0.078
22 H 24.03139 11.20090 24.11967  0.081
23 H 23.44016 9.78868 23.26516  0.108
24 H 21.58861 13.12030 23.06718  0.129
25 H 21.38228 12.43692 21.46426  0.139
26 H 20.14670 14.61498 21.40669  0.125
27 H 21.46298 14.56244 20.30521  0.100
28 H 20.26176 16.91680 21.37200  0.081
29 H 21.76757 17.01753 20.37364  0.080
30 H 21.62055 17.82406 21.91021  0.075
31 C 22.03515 22.77220 27.97311  -0.054
32 C 20.51326 22.73970 27.79807  -0.134
33 N 19.70910 23.80282 26.93678  -0.203
34 C 20.27692 25.21090 27.21591  0.030
35 C 19.99819 23.55046 25.42056  -0.143
36 C 19.13853 24.31420 24.35861  -0.043
37 C 18.16900 23.67104 27.19584  -0.041
38 C 17.68569 23.54998 28.65770  -0.225
39 O 18.25772 24.60030 29.34474  -0.221
40 C 18.14418 24.64992 30.80920  -0.004
41 H 22.49867 22.80146 26.98701  0.066
42 H 22.40753 21.98834 28.63265  0.080
43 H 22.38466 23.66714 28.48791  0.096
44 H 20.19090 22.75026 28.83926  0.124
45 H 20.13265 21.82538 27.34283  0.108
46 H 20.16627 25.43536 28.27679  0.109
47 H 19.64770 25.97956 26.76718  0.107
48 H 21.27733 25.32864 26.79948  0.107
49 H 19.81381 22.48074 25.32146  0.106
50 H 21.07330 23.69534 25.31451  0.111
51 H 19.56579 24.18328 23.36442  0.056
52 H 19.18376 25.39912 24.45347  0.081
53 H 18.08069 24.05440 24.39824  0.068
54 H 17.86596 22.78616 26.63615  0.124
55 H 17.75959 24.55780 26.71195  0.133
56 H 18.03313 22.61688 29.10120  0.117
57 H 16.60691 23.49236 28.80269  0.145
58 H 17.08224 24.77866 31.01850  0.099
59 H 18.61681 25.55500 31.19073  0.105
60 H 18.48483 23.74374 31.31010  0.096
61 C 16.92099 16.98349 19.73362  -0.042
62 C 16.69693 16.70286 18.19603  -0.109
63 N 17.96384 16.20654 17.41918  -0.211
64 C 19.05930 17.25116 17.61990  0.000
65 C 18.54098 14.80112 17.98376  -0.105
66 C 19.72832 14.12644 17.27998  -0.047
67 C 17.67888 16.00040 15.89589  -0.008
68 C 16.72076 17.12446 15.25613  -0.172
69 O 17.19322 18.44214 15.38213  -0.226
70 C 17.95592 18.93934 14.23909  -0.038
71 H 17.63189 17.78966 19.91476  0.043
72 H 17.29303 16.09248 20.23938  0.069
73 H 16.01601 17.30636 20.24826  0.083
74 H 16.36692 17.64453 17.75733  0.113
75 H 15.85425 16.01486 18.12799  0.139
76 H 18.66891 18.19644 17.24291  0.099
77 H 19.88107 16.86966 17.01389  0.085
78 H 19.35849 17.31976 18.66578  0.068
79 H 17.65036 14.17802 18.06533  0.134
80 H 18.73682 14.98486 19.04016  0.091
81 H 20.50249 13.71830 17.92974  0.070
82 H 20.29165 14.84706 16.68713  0.065
83 H 19.55405 13.30564 16.58426  0.101
84 H 17.17037 15.03630 15.89129  0.141
85 H 18.64442 15.95900 15.39178  0.125
86 H 15.73355 17.13813 15.71801  0.123
87 H 16.40628 16.98094 14.22240  0.140
88 H 17.48824 18.81016 13.26303  0.111
89 H 19.00920 18.65882 14.23687  0.081
90 H 17.99844 19.99876 14.49185  0.054
91 C 21.62590 22.79974 16.53291  -0.050
92 C 21.77474 21.71600 15.44828  -0.137
93 N 23.06581 20.94547 15.60641  -0.231
94 C 24.30526 21.80620 15.15245  0.078
95 C 23.35834 20.42152 17.03637  -0.114
96 C 22.11378 19.62316 17.63412  -0.051
97 C 22.99610 19.68162 14.69758  -0.083
98 C 22.83463 19.87440 13.21738  -0.237
99 O 21.55768 20.28554 12.91938  -0.193
100 C 21.43548 21.19622 11.82671  -0.059
101 H 20.62451 23.23008 16.52091  0.073
102 H 22.33289 23.62392 16.43813  0.067
103 H 21.73821 22.38940 17.53646  0.052
104 H 21.58273 22.18174 14.48168  0.129
105 H 21.06908 20.90000 15.60422  0.116
106 H 24.59384 22.45818 15.97691  0.100
107 H 23.96726 22.33548 14.26154  0.112
108 H 25.10224 21.08666 14.96484  0.115
109 H 23.61283 21.33150 17.57977  0.102
110 H 24.17837 19.71423 16.91230  0.120
111 H 22.21284 19.38627 18.69344  0.058
112 H 22.10996 18.62596 17.19402  0.069
113 H 21.12753 20.08534 17.59196  0.054
114 H 22.16141 19.03084 14.95814  0.130
115 H 23.92530 19.13132 14.84542  0.141
116 H 22.99697 18.90110 12.75433  0.153
117 H 23.64790 20.45388 12.78046  0.139
118 H 20.38432 21.37296 11.59882  0.092
119 H 21.85573 20.83091 10.88968  0.110
120 H 21.90671 22.15708 12.03353  0.086
121 C 17.07091 25.94232 11.40309  -0.040
122 C 18.05619 25.51892 12.50869  -0.107
123 N 17.51009 25.40592 13.99305  -0.214
124 C 18.66127 25.50228 14.98827  -0.015
125 C 16.56914 26.63322 14.29187  -0.125
126 C 15.04349 26.49186 13.92300  -0.043
127 C 16.61404 24.10816 14.24925  -0.013
128 C 17.47169 22.78350 14.35289  -0.216
129 O 18.14366 22.69304 15.53729  -0.217
130 C 17.53556 22.07764 16.63364  -0.081
131 H 17.50672 25.68884 10.43670  0.105
132 H 16.80838 26.99976 11.43472  0.098
133 H 16.17187 25.32628 11.38524  0.080
134 H 18.89246 26.21092 12.60805  0.130
135 H 18.33277 24.49156 12.27172  0.110
136 H 19.45209 24.79902 14.72729  0.100
137 H 18.37419 25.65374 16.02882  0.076
138 H 19.04704 26.51562 14.87681  0.100
139 H 17.06556 27.49572 13.84715  0.131
140 H 16.57976 26.78498 15.37120  0.111
141 H 14.86360 25.95392 12.99221  0.069
142 H 14.61900 27.49252 13.84182  0.102
143 H 14.45201 26.10214 14.75147  0.083
144 H 15.88522 24.06792 13.43974  0.128
145 H 16.11451 24.23486 15.20972  0.125
146 H 18.08170 22.65060 13.45940  0.122
147 H 16.75287 21.96994 14.25541  0.130
148 H 18.19672 22.05650 17.49997  0.061
149 H 17.44802 21.00682 16.44989  0.082
150 H 16.61156 22.60398 16.87300  0.101
151 C 23.84356 21.99924 22.87593  -0.065
152 C 24.67312 20.73044 22.81462  -0.147
153 N 25.67935 20.60804 21.63245  -0.228
154 C 24.98513 20.67062 20.25433  0.032
155 C 26.74361 21.78196 21.76652  -0.109
156 C 27.52980 21.88504 23.09965  -0.044
157 C 26.44872 19.24524 21.76679  -0.021
158 C 25.57190 17.89792 21.68833  -0.148
159 O 24.64452 17.77256 20.61140  -0.235
160 C 25.25507 17.38348 19.38413  -0.081
161 H 24.32467 22.79672 23.44221  0.086
162 H 22.84601 21.93836 23.31099  0.065
163 H 23.64476 22.51446 21.93618  0.071
164 H 24.02590 19.88482 22.58200  0.108
165 H 25.25122 20.58660 23.72742  0.117
166 H 25.80619 20.65560 19.53758  0.113
167 H 24.46468 21.62768 20.28964  0.088
168 H 24.26976 19.85100 20.18653  0.087
169 H 26.19000 22.71968 21.71835  0.115
170 H 27.34685 21.78196 20.85866  0.133
171 H 28.09403 22.80040 23.27809  0.107
172 H 28.24029 21.06618 23.21263  0.084
173 H 26.99468 21.85714 24.04885  0.077
174 H 26.98517 19.23666 22.71561  0.130
175 H 27.16302 19.36544 20.95228  0.132
176 H 24.96390 17.89654 22.59300  0.106
177 H 26.20273 17.01162 21.75630  0.127
178 H 26.15998 17.94204 19.14489  0.097
179 H 24.55883 17.39891 18.54561  0.087
180 H 25.54786 16.33354 19.38824  0.089
181 C 21.63481 15.78588 26.25303  -0.038
182 C 21.90491 16.92904 27.31236  -0.103
183 N 22.99215 18.00988 26.98000  -0.192
184 C 24.33097 17.28328 26.91819  0.006
185 C 22.85803 18.64558 25.52365  -0.125
186 C 21.62119 19.50782 25.36380  -0.061
187 C 23.10245 19.15091 28.07541  -0.073
188 C 23.12598 18.62398 29.50211  -0.181
189 O 24.29250 17.82120 29.74649  -0.193
190 C 25.54813 18.55116 29.77764  -0.058
191 H 20.84547 16.00205 25.53308  0.075
192 H 21.30359 14.92028 26.82672  0.095
193 H 22.47977 15.34530 25.72386  0.057
194 H 22.03304 16.47450 28.29473  0.132
195 H 20.98273 17.50205 27.40893  0.117
196 H 25.04207 18.10652 26.98678  0.102
197 H 24.37472 16.65127 26.03120  0.089
198 H 24.59692 16.65336 27.76705  0.118
199 H 22.98501 17.84500 24.79492  0.117
200 H 23.64996 19.39253 25.57848  0.111
201 H 21.50179 19.90936 24.35752  0.070
202 H 21.52641 20.40122 25.98102  0.051
203 H 20.74913 18.90088 25.60719  0.085
204 H 22.19185 19.73570 27.94530  0.102
205 H 23.95797 19.81714 27.96440  0.121
206 H 22.21353 18.12316 29.82567  0.133
207 H 23.16669 19.34977 30.31432  0.146
208 H 25.59480 19.41456 29.11397  0.074
209 H 26.37574 17.87236 29.57172  0.105
210 H 25.81479 18.95194 30.75558  0.106
211 C 15.80056 20.24612 24.29373  -0.036
212 C 14.61023 21.28906 24.04135  -0.095
213 N 14.42807 21.65430 22.52510  -0.226
214 C 15.72351 22.20490 21.93153  -0.018
215 C 14.01270 20.36982 21.73342  -0.140
216 C 13.77061 20.54315 20.21854  -0.041
217 C 13.35528 22.80552 22.36543  -0.037
218 C 11.88136 22.47432 22.77786  -0.117
219 O 11.35743 21.39188 21.91728  -0.242
220 C 10.12315 20.85986 22.31307  -0.078
221 H 16.82297 20.58792 24.13263  0.057
222 H 15.61131 19.29259 23.80072  0.073
223 H 15.61084 20.18780 25.36551  0.082
224 H 14.89136 22.23718 24.49976  0.120
225 H 13.62122 20.95137 24.35108  0.128
226 H 16.29539 22.89200 22.55519  0.098
227 H 15.53842 22.58992 20.92873  0.090
228 H 16.38533 21.36834 21.70734  0.066
229 H 13.25337 19.85092 22.31843  0.132
230 H 14.78497 19.61610 21.88710  0.097
231 H 12.82853 21.04892 20.00692  0.078
232 H 13.60658 19.61202 19.67614  0.091
233 H 14.56076 21.13766 19.75993  0.062
234 H 13.37641 22.96366 21.28717  0.118
235 H 13.81131 23.68788 22.81440  0.135
236 H 11.20956 23.31064 22.58457  0.142
237 H 11.83861 22.26382 23.84648  0.120
238 H 10.25627 20.50609 23.33543  0.090
239 H 9.74841 20.03142 21.71193  0.109
240 H 9.41343 21.68060 22.41693  0.102
241 C 23.04317 28.42830 20.62578  -0.042
242 C 22.95274 27.50006 19.41899  -0.161
243 N 21.53962 27.02614 19.07619  -0.231
244 C 20.66960 28.23348 18.76692  0.035
245 C 21.62911 26.07562 17.84509  -0.156
246 C 22.14035 26.77048 16.53189  -0.034
247 C 20.94459 26.25360 20.30937  -0.032
248 C 19.78630 25.24770 19.91102  -0.171
249 O 18.87036 25.83444 18.99540  -0.199
250 C 17.75567 25.01376 18.67686  -0.076
251 H 22.69231 27.93068 21.52986  0.072
252 H 22.50015 29.36602 20.50793  0.097
253 H 24.05095 28.75594 20.88102  0.106
254 H 23.52694 26.57766 19.50609  0.128
255 H 23.28628 28.08890 18.56451  0.131
256 H 21.15120 29.12554 18.36646  0.130
257 H 20.08649 28.40764 19.67121  0.113
258 H 19.91240 27.79844 18.11462  0.093
259 H 20.62485 25.72722 17.60390  0.095
260 H 22.32145 25.25962 18.05231  0.112
261 H 21.95651 26.05162 15.73342  0.067
262 H 23.22917 26.82050 16.52358  0.089
263 H 21.56259 27.66786 16.31051  0.089
264 H 20.72327 26.96308 21.10672  0.124
265 H 21.76909 25.74752 20.81153  0.123
266 H 19.23371 24.97482 20.81007  0.112
267 H 20.16426 24.29800 19.53246  0.106
268 H 17.01433 25.03508 19.47565  0.095
269 H 17.96767 23.94462 18.68519  0.068
270 H 17.16865 25.22242 17.78245  0.084
271 As 19.50457 20.73276 20.70450  0.966
272 F 18.84173 19.87380 22.16059  -0.290
273 F 19.89884 19.14028 19.96022  -0.286
274 F 20.29043 21.45960 19.24363  -0.292
275 F 19.18558 22.32644 21.43204  -0.272
276 F 21.10200 20.71689 21.54894  -0.302
277 F 17.86389 20.73202 19.87558  -0.288